No. 1
118
Properties=species:S:1:pos:R:3:mulliken_charge:R:1 method="wB97M-V/def2-TZVPD" charge=+1 e_homo_ev=-11.06
H 2.22 -2.66 -1.66 0.15
O 2.00 -4.53 -0.94 -0.29
H -0.13 -2.22 -0.89 0.18
H -2.11 1.93 -1.29 -0.12
C 2.97 6.33 5.85 -0.18
H 1.97 7.79 7.07 0.40
C -0.38 3.26 0.09 -0.50
H 4.24 2.40 6.39 0.39
H 3.93 -7.31 -1.14 0.40
H 1.42 2.50 -0.91 0.55
C -4.00 2.32 -2.56 0.22
H -0.58 4.24 -1.89 0.39
H -0.07 1.91 -1.60 0.00
C 4.90 6.92 4.53 -0.33
H -0.61 -4.57 -10.26 0.39
N -5.67 -0.82 1.96 -0.26
H -1.98 -3.10 4.12 0.40
H -5.86 1.01 -2.38 0.83
C 3.81 1.57 5.83 -1.08
H -2.08 -5.31 2.26 0.31
C -3.03 -3.39 -7.34 -0.12
C 0.42 2.17 -0.65 -0.37
H -2.28 -4.58 -9.69 0.27
H 4.61 2.22 3.96 0.31
H -4.00 -5.05 -6.35 0.39
H 2.49 -3.25 -4.04 0.41
H -1.58 -3.09 -10.30 0.29
H -0.48 -2.21 5.89 0.42
C 3.78 -6.23 -1.06 -1.13
H 1.63 -0.38 3.19 0.17
C -5.63 -0.04 1.16 0.42
H 1.93 8.15 5.33 0.30
H -1.58 -0.45 -4.94 0.34
H 1.80 -6.41 -0.25 0.33
N -4.58 0.92 -0.59 0.30
H 1.45 0.83 0.64 0.40
C -0.41 -1.27 -0.42 -0.23
Cl -1.54 2.48 -3.82 -0.20
O 0.43 -0.21 -0.82 -0.44
H 3.55 5.91 6.68 0.30
C 3.64 1.96 4.37 -0.17
H -2.46 -5.48 -7.10 0.28
C -3.72 2.02 -0.02 -1.63
H -1.83 1.00 -5.98 0.45
H -0.21 0.98 4.13 0.35
H 0.85 -2.08 4.71 0.24
H 0.92 2.25 4.58 0.40
C -1.23 -5.42 2.94 -1.19
C -2.99 -4.69 -6.56 -1.10
H 0.30 3.81 0.74 0.61
H 3.64 -3.67 -1.87 0.36
H -4.24 3.34 -2.84 0.36
H 0.98 -3.92 -3.39 0.26
C -1.06 4.24 -0.91 -0.95
H 2.87 1.30 6.30 0.26
C 0.48 0.84 0.14 -0.48
H -2.94 1.45 0.49 0.62
C -2.99 2.56 -1.31 1.17
H -2.82 -0.41 -6.18 0.24
H 0.69 1.88 2.88 0.07
C -0.14 -4.42 2.58 -0.07
H -1.48 -1.11 -0.66 -0.07
H 1.82 -6.30 -2.00 0.31
H -2.47 -4.55 -5.60 0.27
C -0.86 -3.64 -8.34 -0.35
C 2.54 -3.66 -1.93 -0.24
C 1.86 0.40 3.92 -0.25
O 3.13 0.91 3.56 -0.47
H 4.70 8.00 4.53 0.32
O -1.76 -2.83 -7.59 -0.36
C 2.54 7.76 6.15 -1.20
H -5.70 2.36 -1.40 0.38
H -2.97 4.73 -1.73 0.25
H 0.73 -4.56 3.23 0.28
C 2.29 -5.91 -1.09 -0.31
C -0.05 -2.64 4.98 -1.18
H 4.48 0.70 5.92 0.31
H 6.85 7.12 5.43 0.39
O 3.69 6.19 4.63 -0.40
H -1.18 2.82 0.70 0.14
H -4.26 2.73 0.59 0.26
H 2.09 5.70 5.74 0.29
H 6.16 5.49 5.54 0.24
C -3.32 0.69 -4.43 0.85
C -1.06 -2.58 3.84 -0.32
H -0.35 0.74 0.85 0.25
H 0.25 -3.66 5.21 0.35
H -1.33 -1.54 3.66 0.23
C -5.10 1.56 -1.84 -1.28
H -0.34 -1.44 0.67 0.19
C 2.07 -3.97 -3.34 -1.13
C 0.75 1.44 3.88 -0.89
C -3.10 1.69 -3.62 -0.45
C -2.30 0.19 -5.44 -1.24
H 4.22 -5.88 -0.13 0.31
H -0.90 5.24 -0.50 0.36
Cl -4.89 -0.12 -4.37 -0.24
H -3.58 -2.65 -6.75 0.20
H 0.20 -4.61 1.56 0.10
H -0.85 -6.44 2.86 0.40
H 5.57 6.78 6.59 0.27
H -4.12 0.02 -0.77 0.52
H -0.59 -4.54 -7.77 0.31
H 0.06 -3.05 -8.43 0.31
O -5.76 0.86 0.22 -0.34
C 5.93 6.56 5.59 -1.00
H -1.60 -5.27 3.96 0.30
C -1.36 -3.99 -9.73 -1.04
H 3.40 8.42 6.26 0.28
H 5.31 6.69 3.54 0.33
H -2.99 4.34 -0.02 0.40
H 3.01 2.85 4.28 0.22
C -2.58 4.03 -0.98 -0.91
H 4.31 -5.76 -1.88 0.26
H 2.37 -4.97 -3.66 0.33
H 1.91 -0.09 4.90 0.39
O -0.57 -3.07 2.61 -0.32
H -3.59 -3.51 -8.27 0.30

No. 2
131
Properties=species:S:1:pos:R:3:mulliken_charge:R:1 method="wB97M-V/def2-TZVPD" e_above_lowest_kcal_mol=18.9 charge=-1 e_homo_ev=-6.19
F 0.81 1.11 -0.56 -0.50
H -3.37 -6.00 4.20 0.35
H -3.34 0.20 0.73 -0.43
C -1.56 4.03 -1.57 -0.36
H -4.67 2.72 -1.28 0.35
F -0.90 -1.97 0.14 -0.43
H 2.02 7.18 -2.48 0.43
H 0.98 3.65 2.40 0.35
As -0.02 -0.46 -0.13 2.19
H -1.19 4.21 -0.56 0.10
O -0.41 -4.74 2.53 -0.64
N -2.58 -5.41 2.36 0.14
H -2.26 -2.40 -5.42 0.31
H -3.93 -3.54 -4.29 0.29
H 0.34 2.06 -6.08 0.34
H 5.26 0.94 -1.14 0.23
O -5.00 1.34 1.22 -0.33
C 2.58 5.08 -2.02 0.01
C -2.50 3.04 2.37 -0.98
C 2.52 0.22 5.05 -0.78
N 2.30 -1.22 4.92 0.08
H 2.11 -2.99 6.21 0.29
O 5.14 -0.13 1.74 -0.43
H 2.49 0.59 4.02 0.02
F 1.28 -1.07 0.88 -0.49
C 1.77 -1.78 3.82 0.84
H 2.98 3.55 -0.57 -0.03
H -1.78 -3.78 1.34 -0.05
H -6.19 -0.47 3.15 0.26
H -3.15 5.83 -2.17 0.30
O -1.54 2.45 5.04 -0.65
H 3.62 1.17 1.22 -0.03
C 6.45 -0.35 1.26 -0.49
H -3.73 -4.82 0.72 0.12
H 2.72 4.57 -2.98 -0.26
H -3.13 -4.76 -5.26 0.33
H 2.43 3.43 -6.38 0.34
C 2.64 -5.94 0.78 -0.01
H -4.65 -5.32 2.22 0.32
C -0.05 3.67 2.06 -0.78
H 0.36 2.65 4.27 0.16
H -3.35 2.42 -0.16 0.08
C 2.48 3.37 -5.29 -1.09
H -1.29 -4.02 -1.77 -0.08
H -2.66 3.97 1.82 0.36
H 1.87 7.23 -0.01 0.40
C 0.45 1.94 -5.00 -0.82
H 2.80 -3.19 -0.80 0.29
C -6.20 -0.46 2.06 -0.56
H 3.71 -2.18 6.32 0.31
C -3.75 4.91 -2.08 0.13
H 2.58 -5.87 -2.48 0.29
H 1.42 -3.98 -1.48 0.09
C -1.54 -4.60 2.04 0.68
H -2.65 -7.32 3.35 0.31
C 2.16 4.21 -0.87 0.79
H 1.27 3.60 -1.05 -0.57
C -1.99 -3.54 -2.46 0.04
O 1.70 5.20 0.20 -0.39
H 2.97 -6.99 0.73 0.24
O 1.62 -2.99 3.72 -0.71
H 7.50 0.68 -0.32 0.30
O 3.64 1.71 -3.47 -0.69
N -2.98 3.92 -1.69 0.15
N 1.84 2.19 -4.72 0.13
C 2.64 -2.04 6.15 -1.01
H -1.18 4.79 -2.26 0.34
C -1.82 -3.13 -4.75 -0.65
H -0.06 3.22 1.07 -0.10
H -4.69 0.26 -0.42 0.25
N -1.09 3.08 2.91 0.35
C -3.78 -5.50 1.58 -0.81
H 1.57 -3.70 0.27 0.00
F 0.68 -1.19 -1.66 -0.50
C 1.69 6.28 -1.97 -0.49
H -2.82 -3.22 -1.83 0.02
C -2.51 -6.27 3.59 -1.01
C -6.24 0.95 1.65 -0.57
H 1.68 0.60 5.62 0.39
H -2.75 2.18 1.75 0.08
H 3.49 3.50 -4.91 0.33
H -0.40 -2.32 -3.28 -0.21
H 3.73 -0.29 0.34 -0.13
F -1.38 0.18 -1.08 -0.52
C 4.35 0.47 0.81 0.22
H 3.50 0.40 5.51 0.35
H 7.05 1.70 1.10 0.24
H -1.95 -1.58 -3.18 -0.11
F -0.77 0.31 1.33 -0.54
H 6.53 -1.26 0.66 0.26
H -7.14 -0.96 1.81 0.27
H 1.75 0.79 -3.34 -0.21
C 2.11 -4.01 -0.63 -0.58
H 2.43 -1.46 7.05 0.37
H 7.06 -0.59 2.12 0.33
C 2.47 1.49 -3.78 0.81
C 5.38 1.20 -0.09 0.04
H 1.90 4.20 -4.91 0.36
H -6.84 1.01 0.74 0.28
N 2.75 -5.31 -0.46 0.34
H -1.04 3.08 -1.71 -0.08
H -4.34 -1.48 2.07 0.20
C 6.74 0.89 0.43 -0.62
C -3.59 2.64 -1.20 -0.61
C 1.31 6.43 -0.50 -0.43
O -2.59 -4.56 -3.24 -0.53
H -0.21 2.58 -4.41 0.21
H -5.33 -1.85 0.67 0.34
H -3.26 3.04 3.14 0.34
C -4.42 0.19 0.63 0.43
C 3.27 -5.96 -1.64 -0.84
C -1.46 -2.53 -3.38 0.72
H 3.58 5.48 -1.85 0.35
H -6.57 1.70 2.36 0.32
H -3.10 1.87 -1.80 0.20
H 5.17 2.25 0.11 0.06
O -4.98 4.86 -2.22 -0.64
C -0.73 2.73 4.18 0.37
H 0.80 6.03 -2.54 -0.01
H 0.25 0.89 -4.79 0.32
H -3.99 -6.52 1.26 0.32
H -0.99 -3.54 -5.34 0.31
H -1.61 -6.07 4.18 0.28
H 3.43 -7.00 -1.38 0.27
C -5.02 -1.05 1.34 -0.38
H 1.67 -0.97 3.07 -0.17
O 2.11 -5.42 1.76 -0.42
H 4.13 -5.44 -2.06 0.27
H 0.23 6.51 -0.46 0.20
C -2.97 -4.03 -4.46 -0.49
H -0.28 4.72 1.87 0.36

Number 1: lowest unoccupied orbital energy -3.16 eV. Number 2: lowest unoccupied orbital energy 2.18 eV.